1.
Here is a structure of composition C26H30BI2N3O8 at a distorted geometry from the OMol25 dataset. Energies are from wB97M-V/def2-TZVPD.

LUMO level: -0.803 eV
Total charge: 0
Multiplicity: 1
HOMO: -9.34 eV
Frontier orbital gap: 8.53 eV

Last column: natural (NBO) charge in e.
Positions of all 70 atoms, in Å:
1 C 7.58858 3.47996 2.96485  -0.649
2 C 7.67638 3.04596 1.52256  -0.296
3 I 7.67815 4.74136 0.19221  0.080
4 C 6.61432 2.01763 1.07017  -0.707
5 I 7.45283 0.03731 1.22439  0.125
6 B 5.28693 1.92782 1.92317  0.727
7 C 3.88432 2.18387 1.27491  -0.812
8 C 3.16010 3.43662 1.80648  -0.377
9 C 4.07595 4.60454 2.14406  -0.442
10 C 3.36075 5.93653 2.09357  -0.060
11 O 3.15065 6.31955 0.73021  -0.497
12 C 3.99195 7.25237 0.25510  0.640
13 O 4.25902 7.36349 -0.93883  -0.562
14 H 7.59377 2.62501 3.62745  0.229
15 H 6.74132 4.11867 3.16357  0.213
16 H 8.46947 4.06639 3.19875  0.223
17 H 8.64878 2.60240 1.38622  0.225
18 H 6.36800 2.20882 0.03902  0.242
19 H 5.31691 1.60595 3.07316  -0.100
20 H 3.25900 1.33382 1.53972  0.253
21 H 3.93309 2.19847 0.18918  0.212
22 H 2.59434 3.15499 2.68709  0.201
23 H 2.43376 3.76319 1.07403  0.236
24 H 4.43662 4.48504 3.16145  0.206
25 H 4.90194 4.66959 1.44411  0.212
26 H 2.41801 5.90819 2.62148  0.194
27 H 3.99681 6.66868 2.58345  0.173
28 H 4.37019 7.98214 0.98212  0.105
29 C 0.50580 1.46439 -4.65701  -0.166
30 C 0.30608 0.55592 -3.62558  -0.216
31 C 0.36341 0.98233 -2.30935  -0.212
32 C 0.61703 2.31622 -2.05022  0.081
33 C 0.82417 3.23399 -3.06253  -0.212
34 C 0.76781 2.79900 -4.37592  -0.213
35 N 0.66252 2.77605 -0.65666  0.521
36 O 0.50901 1.95236 0.22011  -0.384
37 O 0.86146 3.95642 -0.45901  -0.377
38 H 0.45642 1.12979 -5.68444  0.218
39 H 0.10409 -0.48228 -3.84503  0.244
40 H 0.21079 0.28365 -1.50051  0.245
41 H 1.02701 4.26947 -2.83471  0.253
42 H 0.92680 3.50303 -5.18043  0.222
43 C -3.98102 -3.71523 -0.01881  -0.175
44 C -2.74804 -4.28096 0.27977  -0.212
45 C -1.67564 -4.10583 -0.57810  -0.212
46 C -1.86013 -3.35887 -1.72565  0.077
47 C -3.08011 -2.79070 -2.04310  -0.210
48 C -4.14853 -2.97290 -1.18070  -0.206
49 N -0.72088 -3.15341 -2.62950  0.523
50 O 0.33293 -3.67248 -2.34070  -0.368
51 O -0.89944 -2.46541 -3.61521  -0.397
52 H -4.81479 -3.85080 0.65349  0.226
53 H -2.62059 -4.85885 1.18434  0.220
54 H -0.71467 -4.54250 -0.35311  0.248
55 H -3.19943 -2.21326 -2.94700  0.248
56 H -5.10993 -2.53781 -1.41100  0.238
57 C -8.67187 -7.97014 1.73516  -0.176
58 C -7.76882 -7.01840 2.18884  -0.207
59 C -7.51032 -5.88979 1.42968  -0.211
60 C -8.16718 -5.73318 0.22388  0.083
61 C -9.06619 -6.67071 -0.24696  -0.209
62 C -9.31668 -7.79739 0.51807  -0.206
63 N -7.91001 -4.52965 -0.57986  0.525
64 O -7.09703 -3.73197 -0.15873  -0.396
65 O -8.52085 -4.40206 -1.61506  -0.363
66 H -8.87462 -8.84849 2.33266  0.222
67 H -7.26719 -7.15402 3.13639  0.224
68 H -6.81084 -5.14535 1.77726  0.243
69 H -9.56483 -6.52841 -1.19336  0.251
70 H -10.01763 -8.54013 0.16494  0.225

Atoms 1-2, force components in eV/Å:
0.434 0.476 -0.083
-0.120 -0.635 0.096

2.
Here is a structure of composition C26H37N9O5PS2Tl from the OMol25 dataset. Energies are from wB97M-V/def2-TZVPD.

LUMO level: -6.050 eV
Total charge: +2
Energy relative to the best compared isomer or geometry (same formula, charge and spin): 33.8 kcal/mol
Multiplicity: 1
HOMO: -12.18 eV
Frontier orbital gap: 6.13 eV

Last column: Löwdin charge in e.
Positions of all 81 atoms, in Å:
1 Tl -0.04797 0.85030 1.14122  0.876
2 C -4.58836 3.05784 0.93266  -0.006
3 C -3.11255 2.79369 1.04718  -0.249
4 N -2.58107 1.93089 1.82289  0.019
5 N -3.31635 1.13972 2.61135  -0.013
6 C -2.74393 0.32244 3.55313  -0.864
7 N -3.62632 -0.45563 4.20137  0.106
8 S -1.12093 0.26860 3.91094  0.630
9 C -2.16864 3.58447 0.21460  -0.221
10 C -2.61665 4.52511 -0.71375  -0.006
11 C -1.68945 5.28876 -1.40493  -0.049
12 C -0.33811 5.09651 -1.16598  -0.049
13 C 0.02486 4.11367 -0.25547  -0.139
14 N -0.85821 3.37958 0.40529  0.037
15 H -5.14330 2.69364 1.79485  0.073
16 H -4.78445 4.12540 0.86256  0.089
17 H -4.99613 2.57653 0.04064  0.104
18 H -4.32698 1.17953 2.58399  0.137
19 H -4.62352 -0.35009 4.10962  0.115
20 H -3.27822 -1.03733 4.94305  0.103
21 H -3.67170 4.67688 -0.89083  0.109
22 H -2.02430 6.04318 -2.10558  0.116
23 H 0.41179 5.69646 -1.66356  0.110
24 H 1.06724 3.90239 -0.03972  0.111
25 O 3.93622 2.33538 3.32279  0.155
26 C 2.96939 1.99578 2.48320  -0.461
27 O 1.79260 2.15037 2.71722  0.014
28 C 3.50678 1.36125 1.22981  -0.170
29 C 4.78116 0.80073 1.20292  0.048
30 C 5.19645 0.15258 0.05167  0.004
31 C 4.33008 0.08792 -1.02538  0.045
32 C 3.08479 0.69581 -0.90692  -0.176
33 N 2.67620 1.31829 0.19612  0.134
34 C 2.14049 0.60047 -2.05357  -0.468
35 O 2.27401 -0.08148 -3.01925  0.148
36 O 1.06325 1.46544 -1.89994  -0.432
37 H 3.56547 2.71637 4.13185  0.154
38 H 5.41001 0.86477 2.07895  0.132
39 H 6.17911 -0.29544 0.00336  0.128
40 H 4.59104 -0.42354 -1.94167  0.134
41 C 1.78770 -5.13785 0.11081  -0.097
42 N 0.88345 -4.04161 -0.17105  -0.304
43 C 0.51903 -3.87859 -1.57233  -0.103
44 P -0.09337 -3.27325 0.93424  0.504
45 O -0.17809 -1.81717 0.64850  -0.461
46 N 0.50720 -3.54218 2.45299  -0.300
47 C 0.29310 -4.75626 3.22105  -0.090
48 C 1.60971 -2.71982 2.92888  -0.099
49 N -1.59018 -3.97668 0.82190  -0.303
50 C -2.77019 -3.22168 1.20808  -0.094
51 C -1.81517 -5.38090 0.53042  -0.102
52 H 2.75147 -4.95903 -0.37284  0.089
53 H 1.39794 -6.09437 -0.25538  0.085
54 H 1.95608 -5.22133 1.18262  0.062
55 H 1.39189 -3.59732 -2.16828  0.085
56 H -0.22515 -3.08845 -1.65682  0.071
57 H 0.10433 -4.80366 -1.98765  0.087
58 H -0.56203 -5.30542 2.83282  0.069
59 H 0.09194 -4.49202 4.26182  0.092
60 H 1.16990 -5.41271 3.20741  0.083
61 H 1.67593 -1.81861 2.32119  0.056
62 H 2.56666 -3.25304 2.88255  0.088
63 H 1.42798 -2.42848 3.96641  0.088
64 H -2.49454 -2.17679 1.33838  0.059
65 H -3.19572 -3.59574 2.14606  0.087
66 H -3.53302 -3.29601 0.42748  0.088
67 H -0.86646 -5.88962 0.36704  0.070
68 H -2.42875 -5.49001 -0.36886  0.090
69 H -2.33818 -5.87469 1.35522  0.087
70 S -0.21431 1.25500 -2.90317  1.130
71 C 0.21075 2.32349 -4.21295  -0.446
72 N -0.74919 2.49637 -5.14754  0.090
73 C -0.59637 3.30913 -6.21597  -0.011
74 C 0.57117 3.99423 -6.39220  -0.005
75 C 1.59589 3.82377 -5.45500  0.022
76 C 1.41422 2.99620 -4.36456  -0.010
77 H -1.61609 1.98068 -5.04929  0.172
78 H -1.43346 3.37440 -6.89560  0.150
79 H 0.69506 4.64683 -7.24302  0.131
80 H 2.53857 4.33774 -5.58671  0.137
81 H 2.19655 2.85821 -3.63331  0.125

Atoms 1-2, force components in eV/Å:
-0.266 -0.315 0.078
0.089 -0.049 -0.026

3.
Here is the molecule C18H34O3 from the OMol25 dataset. Energies are from wB97M-V/def2-TZVPD.

SMILES: CCCCCCCC/C=C\CCCCCC[C@@H](O)C(=O)O
LUMO level: 0.868 eV
Total charge: 0
Energy relative to the best compared isomer or geometry (same formula, charge and spin): 20.6 kcal/mol
Multiplicity: 1
HOMO: -9.53 eV
Frontier orbital gap: 10.40 eV

Last column: natural (NBO) charge in e.
Positions of all 55 atoms, in Å:
1 C -2.35888 -4.78636 -0.11816  -0.603
2 C -3.69535 -4.09350 0.12660  -0.399
3 C -3.75771 -2.67566 -0.45831  -0.392
4 C -3.48158 -1.56278 0.55432  -0.384
5 C -2.07164 -1.59139 1.13804  -0.403
6 C -1.77364 -0.34614 1.97107  -0.393
7 C -0.33217 -0.34929 2.47779  -0.397
8 C 0.04988 0.94208 3.21545  -0.447
9 C -0.04660 2.15619 2.34166  -0.189
10 C 0.94232 2.66825 1.61817  -0.199
11 C 2.34462 2.13834 1.54569  -0.467
12 C 3.23864 2.97222 0.62551  -0.382
13 C 2.86433 2.87110 -0.85565  -0.407
14 C 3.27361 1.53733 -1.47832  -0.410
15 C 2.93489 1.42685 -2.96612  -0.401
16 C 1.44797 1.47953 -3.32157  -0.410
17 C 0.64249 0.24739 -2.85703  -0.009
18 O 1.22763 -0.95571 -3.27152  -0.714
19 C 0.45229 0.23244 -1.35201  0.792
20 O 0.81659 -0.69631 -0.66907  -0.634
21 O -0.15808 1.30544 -0.88163  -0.693
22 H -1.53621 -4.22090 0.30944  0.204
23 H -2.36094 -5.77967 0.32643  0.205
24 H -2.17952 -4.89228 -1.18611  0.201
25 H -3.89645 -4.05296 1.19908  0.192
26 H -4.48130 -4.70274 -0.32581  0.200
27 H -3.04525 -2.59448 -1.28196  0.194
28 H -4.75417 -2.50348 -0.87240  0.203
29 H -4.21053 -1.62594 1.36649  0.191
30 H -3.63426 -0.60208 0.05360  0.196
31 H -1.34472 -1.65583 0.32562  0.208
32 H -1.94880 -2.47460 1.76638  0.195
33 H -1.95297 0.54092 1.35725  0.184
34 H -2.46078 -0.29776 2.81982  0.197
35 H 0.34503 -0.50367 1.63595  0.220
36 H -0.19704 -1.19318 3.15803  0.203
37 H 1.07017 0.83808 3.58978  0.211
38 H -0.61565 1.06798 4.07262  0.209
39 H -1.01402 2.64177 2.32064  0.203
40 H 0.75276 3.56279 1.03902  0.204
41 H 2.77640 2.14010 2.55188  0.221
42 H 2.33782 1.09775 1.21282  0.218
43 H 4.27603 2.65350 0.75161  0.203
44 H 3.17677 4.01779 0.93775  0.200
45 H 1.78918 3.01809 -0.96299  0.201
46 H 3.36348 3.67598 -1.40118  0.202
47 H 2.81394 0.71337 -0.93494  0.200
48 H 4.35570 1.42176 -1.37180  0.205
49 H 3.43253 2.24124 -3.49851  0.202
50 H 3.33733 0.48656 -3.34890  0.220
51 H 1.36607 1.51842 -4.40891  0.218
52 H 0.97316 2.37070 -2.91256  0.215
53 H -0.36377 0.32127 -3.30023  0.198
54 H 1.47368 -1.44685 -2.47109  0.493
55 H -0.20326 1.29836 0.09826  0.521

Atoms 1-2, force components in eV/Å:
-0.205 -0.017 0.121
0.109 0.040 -0.224

4.
Here is the molecule C24H40O5 from the OMol25 dataset. Energies are from wB97M-V/def2-TZVPD.

SMILES: C[C@H](CCC(=O)O)[C@H]1CC[C@H]2[C@@H]3[C@H](O)C[C@@H]4C[C@H](O)CC[C@]4(C)[C@H]3C[C@H](O)[C@]12C
LUMO level: 0.698 eV
Total charge: 0
Energy relative to the best compared isomer or geometry (same formula, charge and spin): 1.4 kcal/mol
Multiplicity: 1
HOMO: -9.55 eV
Frontier orbital gap: 10.25 eV

Last column: natural (NBO) charge in e.
Positions of all 69 atoms, in Å:
1 C -0.51902 4.71864 -1.58841  -0.601
2 C -0.10889 3.32038 -2.05929  -0.222
3 C -0.31622 3.20276 -3.57595  -0.399
4 C 0.75665 3.95325 -4.36807  -0.514
5 C 2.12773 3.35680 -4.18674  0.804
6 O 2.38267 2.19448 -4.01489  -0.611
7 O 3.08540 4.29110 -4.26443  -0.685
8 C -0.85085 2.27330 -1.20566  -0.196
9 C -2.26123 1.85483 -1.67123  -0.411
10 C -2.50196 0.44248 -1.09583  -0.407
11 C -1.28128 0.18851 -0.21053  -0.199
12 C -0.92657 -1.24892 0.15446  -0.242
13 C -2.13582 -1.96073 0.79820  0.101
14 O -2.83145 -1.15465 1.72229  -0.721
15 C -1.74013 -3.32545 1.37910  -0.418
16 C -0.46223 -3.33220 2.22950  -0.217
17 C -0.70271 -2.74914 3.62659  -0.414
18 C 0.54330 -2.82943 4.50316  0.108
19 O 0.21038 -2.26515 5.75623  -0.719
20 C 1.68694 -2.08227 3.81782  -0.429
21 C 1.94027 -2.68385 2.44158  -0.401
22 C 0.72125 -2.65870 1.49689  0.017
23 C 1.11979 -3.50962 0.28126  -0.624
24 C 0.30359 -1.22392 1.08448  -0.233
25 C 1.45998 -0.41680 0.47019  -0.426
26 C 1.06969 0.99817 -0.00138  0.105
27 O 0.88073 1.86681 1.09445  -0.717
28 C -0.14601 0.92316 -0.94240  -0.016
29 C 0.27126 0.23521 -2.24214  -0.652
30 H -0.27338 4.85082 -0.53760  0.216
31 H -0.00382 5.49369 -2.14996  0.200
32 H -1.59067 4.85932 -1.71422  0.200
33 H 0.95862 3.19523 -1.85116  0.200
34 H -0.28216 2.16034 -3.88288  0.224
35 H -1.29186 3.61266 -3.84289  0.209
36 H 0.52837 3.89157 -5.43615  0.242
37 H 0.80468 5.00834 -4.10172  0.228
38 H 3.96355 3.88927 -4.16921  0.496
39 H -0.95776 2.73684 -0.21903  0.215
40 H -3.00847 2.56050 -1.30929  0.210
41 H -2.32847 1.83639 -2.75665  0.201
42 H -3.42294 0.38606 -0.51851  0.222
43 H -2.55997 -0.30113 -1.89103  0.195
44 H -1.47300 0.72089 0.72979  0.193
45 H -0.68929 -1.79663 -0.75828  0.211
46 H -2.87923 -2.13062 0.00964  0.184
47 H -2.29762 -1.05480 2.51687  0.462
48 H -1.61085 -4.01892 0.54728  0.211
49 H -2.57536 -3.69221 1.98038  0.219
50 H -0.18928 -4.38443 2.38313  0.206
51 H -0.98491 -1.69698 3.60025  0.179
52 H -1.51393 -3.29120 4.11539  0.224
53 H 0.83198 -3.88620 4.63686  0.152
54 H 0.99878 -2.24553 6.30885  0.468
55 H 2.59630 -2.15969 4.42115  0.205
56 H 1.43008 -1.02413 3.74382  0.204
57 H 2.78650 -2.18482 1.97018  0.214
58 H 2.22504 -3.73044 2.58242  0.201
59 H 1.31055 -4.53362 0.59650  0.211
60 H 0.34763 -3.53585 -0.47950  0.207
61 H 2.03202 -3.12722 -0.16921  0.212
62 H 0.00536 -0.69948 1.99925  0.192
63 H 1.89072 -0.95342 -0.37205  0.208
64 H 2.24282 -0.28632 1.21917  0.217
65 H 1.92418 1.42920 -0.53544  0.183
66 H 0.13989 1.53732 1.61610  0.459
67 H 1.07225 0.79255 -2.71967  0.246
68 H 0.63494 -0.77164 -2.06366  0.206
69 H -0.56653 0.16521 -2.92814  0.208

Atoms 1-2, force components in eV/Å:
0.230 -0.168 -0.061
-0.249 0.039 0.087

5.
Here is a structure of composition C15H21F5IIrO2P2 at a distorted geometry from the OMol25 dataset. Energies are from wB97M-V/def2-TZVPD.

LUMO level (spin up / spin down): -7.590 / -9.736 eV
Total charge: +2
Energy relative to the best compared isomer or geometry (same formula, charge and spin): 137.9 kcal/mol
Multiplicity: 5
HOMO (spin up / spin down): -13.84 / -14.26 eV
Frontier orbital gap (spin up / spin down): 6.25 / 4.52 eV

Last column: Mulliken spin population.
Positions of all 47 atoms, in Å:
1 C 0.33252 -1.01440 -2.31088  0.022
2 C 0.96042 -0.29099 -1.07418  -0.029
3 H 0.06620 -0.22680 -3.02707  0.000
4 H -0.56879 -1.54804 -1.97629  0.001
5 H 1.06101 -1.67369 -2.81840  0.007
6 O 1.13393 1.00312 -1.16257  0.031
7 I 0.16247 -0.70058 0.71781  0.446
8 Ir -3.81281 1.55326 -1.90551  1.497
9 P 2.78893 -1.09566 -0.95508  0.010
10 C 3.62261 0.20669 -0.05638  0.013
11 C 2.62408 -2.66743 -0.06907  -0.003
12 H 3.45494 -3.31387 -0.37682  -0.001
13 H 4.66847 -1.66677 -2.25343  0.001
14 H 1.66046 -3.15690 -0.24798  0.003
15 H 3.17095 -2.43603 -2.91627  0.000
16 H 3.54725 0.06183 1.02715  0.005
17 H 2.70805 -2.50106 1.00576  0.004
18 C 3.59946 -1.51365 -2.49228  0.003
19 H 4.67271 0.20376 -0.36453  0.001
20 H 3.48306 -0.70824 -3.23161  0.000
21 H 3.11078 1.15123 -0.29626  -0.003
22 P -3.44675 -0.25421 -0.75774  0.293
23 C -4.53046 0.84666 0.17554  0.054
24 C -4.53206 -0.63166 -2.23685  0.032
25 H -2.59631 -2.42132 -0.20468  -0.001
26 H -4.33081 -2.16187 0.23773  0.015
27 H -3.00938 -1.48147 1.26065  -0.006
28 C -3.31830 -1.72810 0.23783  0.068
29 H -3.88759 -1.42333 -2.65170  0.011
30 H -5.49049 -0.99084 -1.85880  -0.001
31 H -5.43541 0.26306 0.31778  0.005
32 H -4.70094 1.87449 -0.39288  0.014
33 H -4.67560 0.20419 -3.01024  0.008
34 H -3.99832 1.05690 1.11748  0.014
35 C -0.93098 2.24810 -0.22449  0.017
36 O -1.51757 2.38022 -1.25850  0.017
37 F 2.56257 -0.92974 2.80111  0.072
38 C 1.89499 0.23747 2.69733  0.546
39 C -0.24769 2.30998 0.87510  0.050
40 C 0.56324 3.01406 1.70325  -0.006
41 F 1.38410 3.93141 1.05955  0.005
42 C 0.66364 3.14376 3.13446  0.303
43 F 0.25230 4.34013 3.66876  0.048
44 C 1.20395 2.27142 4.04578  0.056
45 F 1.24000 2.67509 5.34243  0.003
46 C 1.87585 1.01478 3.80363  0.330
47 F 2.56131 0.54503 4.90138  0.049

Atoms 1-2, force components in eV/Å:
-0.434 0.117 0.561
3.583 1.833 -4.365

6.
Here is a structure of composition C3H2CsMgO2 at a distorted geometry from the OMol25 dataset. Energies are from wB97M-V/def2-TZVPD.

LUMO level (spin up / spin down): -4.641 / -4.640 eV
Total charge: +1
Multiplicity: 1
HOMO (spin up / spin down): -10.46 / -10.46 eV
Frontier orbital gap (spin up / spin down): 5.82 / 5.82 eV

Last column: natural (NBO) charge in e.
Positions of all 9 atoms, in Å:
1 C -0.84707 0.32445 -0.30390  -0.294
2 Cs 0.63847 3.70664 0.71958  0.991
3 O -0.49857 0.47995 1.12085  -0.590
4 C 0.26890 -0.71867 0.88237  -0.103
5 H -0.19311 -1.61883 1.30455  0.217
6 H 1.27828 -0.59589 1.29979  0.183
7 Mg -1.31177 -0.12663 -2.47976  1.282
8 O 0.39661 -1.06837 -1.81867  -0.827
9 C 0.26827 -0.38266 -0.72483  0.140

Atoms 1-2, force components in eV/Å:
0.938 1.175 -0.956
-0.143 -0.434 0.022